21
Properties=species:S:1:pos:R:3:forces:R:3:nbo_charge:R:1 method="wB97M-V/def2-TZVPD" e_homo_ev="-6.96 / -8.46" e_above_lowest_kj_mol=513.1 e_tot_ev=-23983.952 gap_ev="6.5 / 8.2" max_force_ev_per_a=3.1 total_charge=0
C 0.1018 -1.0973 -2.3531 -0.03 0.36 0.16 -0.596
C 1.7183 -0.7024 1.2202 -1.66 -1.49 -2.16 -0.888
C -0.7661 -0.5090 2.4353 -0.29 1.39 1.82 -0.983
C 0.2004 0.2823 -1.6404 2.48 -1.92 -0.23 -0.500
C -0.5777 0.1410 -0.3876 1.42 1.58 1.94 -0.634
P -2.2103 0.6652 -0.7198 -0.95 2.22 -1.02 0.353
P -0.0846 -1.0347 0.8923 0.73 -1.26 -1.19 0.876
H 0.4244 -1.0951 -3.3694 0.19 0.52 -0.95 0.208
H 0.6235 -1.9294 -1.9469 0.24 -0.63 1.00 0.208
H -0.9721 -1.2409 -2.3390 -0.15 -0.80 -0.23 0.206
H 2.3464 -1.5452 1.0017 0.25 -0.32 -0.10 0.232
H 1.7652 -0.4204 2.2002 0.43 0.89 2.53 0.226
H 1.8723 0.0876 0.5561 1.02 1.48 -0.77 0.230
H -1.8427 -0.6548 2.3484 -0.14 0.18 0.36 0.239
H -0.5407 0.6139 2.6443 -0.32 -1.75 -0.21 0.243
H -0.4003 -1.1756 3.2918 -0.40 0.96 -1.29 0.254
H 1.2452 0.6733 -1.4465 -1.12 -0.52 -0.48 0.226
H -0.2768 0.7944 -2.4369 -0.46 1.79 -0.02 0.221
H 0.1386 1.9683 0.8755 -0.19 -0.74 -0.50 -0.109
H -1.8108 2.0861 -1.2864 -0.77 -2.11 1.00 0.009
H -2.5739 1.0953 0.5561 -0.27 0.18 0.32 -0.019

---

17
Properties=species:S:1:pos:R:3:forces:R:3:nbo_charge:R:1 method="wB97M-V/def2-TZVPD" e_homo_ev="-7.77 / -8.38" e_above_lowest_kj_mol=433.5 e_tot_ev=-14255.143 gap_ev="7.5 / 8.2" max_force_ev_per_a=5.3 total_charge=0
C -1.7501 1.3141 -0.5083 -0.97 0.98 -0.67 -0.378
C -0.5629 1.9746 -0.3901 3.76 -2.85 2.32 -0.094
C -1.7173 -0.0371 -0.3566 0.33 -0.76 0.55 -0.104
C 0.7108 0.3823 0.1032 -3.74 2.15 -1.60 -0.356
C -0.3302 -0.6788 -0.0429 -1.95 1.51 -1.92 -0.413
C -0.4809 -1.8294 0.9112 3.96 -1.19 -0.30 -0.580
Si 2.5104 0.5659 -0.1984 0.48 -1.74 0.89 0.851
H -2.6326 1.9508 -0.7748 0.51 -1.04 0.32 0.239
H -0.3761 2.9626 0.0318 0.12 -0.11 -0.68 0.198
H -2.5366 -0.7200 -0.5934 0.07 0.29 0.33 0.203
H -0.4366 -1.1078 -1.0944 1.38 0.03 0.42 0.267
H -0.2462 -1.5737 1.9262 -0.10 0.35 0.54 0.220
H 0.2601 -2.6783 0.6494 -1.10 1.26 0.37 0.206
H -1.4277 -2.2141 0.8417 -2.34 -1.04 -0.04 0.210
H 3.0032 0.1476 -1.5765 -0.31 0.56 0.51 -0.147
H 3.3393 -0.3601 0.7706 -0.74 0.70 -0.80 -0.167
H 2.6733 1.9014 0.3012 0.63 0.89 -0.25 -0.156

---

20
Properties=species:S:1:pos:R:3:forces:R:3:nbo_charge:R:1 method="wB97M-V/def2-TZVPD" e_homo_ev=-10.40 e_above_lowest_kj_mol=137.7 e_tot_ev=-7458.359 gap_ev=11.4 max_force_ev_per_a=3.1 total_charge=0
C -0.1778 0.4057 -1.9461 -0.55 -0.42 -0.15 -0.617
C 0.9076 -0.6337 -1.5529 -1.15 1.32 2.61 -0.433
C 1.3077 -1.5649 -2.6319 1.13 -1.48 -0.10 -0.612
H -1.1407 0.0697 -1.5553 -0.04 -0.03 0.17 0.201
H -0.3859 0.4071 -3.0277 0.56 0.40 0.20 0.205
H -0.0588 1.4215 -1.5428 0.31 -0.28 -0.41 0.207
H 1.7584 -0.1851 -1.0096 0.17 0.41 -1.11 0.202
H 0.5036 -1.0836 -0.6217 -0.07 -0.72 -0.79 0.223
H 0.7000 -2.4694 -2.7848 -0.37 0.55 0.14 0.209
H 1.3752 -1.0370 -3.5796 0.24 -0.07 -0.14 0.204
H 2.2888 -1.9987 -2.3515 -0.24 0.31 -0.51 0.211
C -1.1703 1.4305 2.6773 1.02 2.56 1.14 -0.644
C -0.6701 0.7545 1.4353 -1.08 -2.25 0.06 -0.081
O -0.1148 -0.4918 1.9202 -0.10 -0.21 -1.05 -0.729
H -1.9345 0.9581 3.2667 -0.28 -1.06 -0.30 0.225
H -1.5467 2.4670 2.6527 0.20 -0.17 -0.84 0.217
H -0.3066 1.5470 3.3705 -0.32 -0.16 -0.27 0.192
H -1.5031 0.3828 0.8169 0.07 0.40 0.15 0.181
H 0.0127 1.2065 0.7089 0.08 0.67 0.77 0.182
H 0.4618 -0.3113 2.6532 0.42 0.22 0.44 0.458

---

80
Properties=species:S:1:pos:R:3:forces:R:3:lowdin_spin:R:1 method="wB97M-V/def2-TZVPD" multiplicity=5 e_homo_ev="-7.46 / -7.86" e_above_lowest_kj_mol=28.5 e_tot_ev=-98735.904 gap_ev="7.6 / 6.1" max_force_ev_per_a=0.7 total_charge=0
Ir -1.3222 -1.0213 -2.8326 -0.40 0.51 -0.20 2.032
Te 2.1385 -2.1576 1.2874 -0.13 0.04 -0.19 0.142
C 2.9909 -0.6590 2.5129 0.02 -0.09 0.06 0.028
C 3.4920 -1.0319 3.7524 -0.02 0.01 -0.03 0.007
C 4.1706 -0.0832 4.5067 0.00 0.11 -0.05 -0.001
N 4.3714 1.1709 4.1090 -0.02 -0.07 -0.02 0.005
C 3.8887 1.5123 2.9140 0.00 -0.03 0.08 0.001
C 3.1969 0.6444 2.0840 0.05 0.01 -0.09 0.007
C 0.5168 -1.1707 0.4097 0.14 0.43 -0.10 0.565
P -0.3871 0.1810 1.2181 -0.20 -0.28 0.25 0.105
C 0.0318 0.0992 2.9990 0.04 -0.11 -0.10 0.005
C 0.4985 1.2444 3.6328 -0.01 0.02 0.02 0.001
C 0.8354 1.2187 4.9819 0.00 -0.01 -0.02 0.001
C 0.7028 0.0413 5.7010 -0.01 -0.04 -0.03 0.000
C 0.2143 -1.1040 5.0795 -0.02 -0.01 0.01 0.000
C -0.1227 -1.0750 3.7371 -0.11 0.06 0.04 0.002
C -2.1507 -0.3898 1.3550 0.05 0.05 -0.11 0.045
C -2.7384 -1.2539 0.4383 0.11 -0.18 0.03 0.022
C -4.0894 -1.5728 0.5093 -0.03 0.07 0.08 0.005
C -4.8751 -1.0244 1.5109 -0.01 -0.05 -0.06 -0.001
C -4.3059 -0.1494 2.4279 0.05 0.02 0.03 0.005
C -2.9593 0.1715 2.3497 0.04 0.08 -0.10 0.004
P 0.5709 -1.0463 -1.4357 -0.03 -0.35 0.05 0.164
C 1.4754 -2.5355 -1.9634 0.01 -0.03 0.29 0.013
C 1.0574 -3.7722 -1.4666 0.01 0.09 -0.02 0.010
C 1.7002 -4.9344 -1.8584 0.01 -0.01 0.01 0.001
C 2.7537 -4.8735 -2.7604 -0.01 0.01 -0.02 0.006
C 3.1480 -3.6500 -3.2824 -0.01 0.01 0.00 0.001
C 2.5095 -2.4816 -2.8923 0.00 0.03 -0.04 0.004
C 1.7097 0.3553 -1.6803 -0.12 0.05 -0.06 0.046
C 3.0738 0.2675 -1.4086 0.05 0.05 -0.01 0.012
C 3.8921 1.3704 -1.6009 -0.01 -0.03 0.02 0.001
C 3.3534 2.5691 -2.0505 0.00 -0.01 0.00 0.007
C 1.9952 2.6644 -2.3116 -0.01 0.00 0.02 0.001
C 1.1770 1.5596 -2.1332 0.04 -0.05 0.02 0.016
H 3.3530 -2.0357 4.1363 0.00 0.04 0.03 0.002
H 4.5670 -0.3445 5.4822 -0.01 -0.01 -0.01 0.000
H 4.0655 2.5370 2.6040 -0.01 -0.01 -0.02 0.000
H 2.8324 0.9873 1.1236 0.00 0.01 -0.01 -0.001
H 0.6115 2.1602 3.0632 0.03 -0.02 0.00 0.001
H 1.2127 2.1118 5.4639 0.00 -0.01 -0.02 0.000
H 0.9801 0.0110 6.7474 -0.02 0.01 -0.01 0.000
H 0.0933 -2.0206 5.6439 0.01 0.02 0.00 0.000
H -0.5249 -1.9607 3.2603 0.02 -0.01 -0.01 0.000
H -2.1335 -1.7164 -0.3294 0.06 -0.04 0.00 0.018
H -4.5113 -2.2497 -0.2215 0.00 0.01 0.02 0.001
H -5.9243 -1.2829 1.5826 0.02 0.03 -0.01 0.000
H -4.9138 0.2812 3.2143 0.02 0.01 0.00 0.000
H -2.5352 0.8637 3.0665 0.03 -0.02 0.06 0.000
H 0.2040 -3.8255 -0.8018 0.03 -0.03 0.05 0.003
H 1.3727 -5.8880 -1.4649 -0.01 0.01 -0.02 0.000
H 3.2516 -5.7821 -3.0746 0.01 0.01 0.02 0.000
H 3.9561 -3.6001 -4.0010 -0.02 0.00 -0.01 0.000
H 2.8043 -1.5355 -3.3282 0.02 -0.01 0.00 0.000
H 3.5025 -0.6610 -1.0541 0.00 -0.03 -0.01 0.002
H 4.9533 1.2911 -1.4004 -0.01 0.00 -0.01 0.000
H 3.9987 3.4237 -2.2108 -0.01 0.00 0.01 0.000
H 1.5739 3.5931 -2.6756 0.01 -0.03 -0.01 0.000
H 0.1238 1.6181 -2.3749 -0.04 0.03 -0.01 0.006
O -1.8088 -3.3939 -2.1333 0.04 -0.36 0.02 0.085
N -3.0203 -3.2250 -2.2454 0.04 0.19 -0.04 0.021
O -3.3156 -2.0328 -2.5573 0.26 0.02 -0.03 0.120
S -0.4094 -1.8043 -4.9777 -0.14 0.05 0.33 0.169
C 0.7312 -0.5724 -5.0462 0.09 0.09 -0.17 0.038
N 1.5280 0.2681 -5.1020 -0.02 -0.07 0.06 0.054
C -3.9026 3.8495 -3.6285 0.04 -0.01 0.03 0.005
N -3.4644 3.1799 -2.4258 -0.06 0.00 -0.07 0.010
C -3.5066 3.8431 -1.1247 0.03 -0.04 -0.02 0.002
C -2.9900 2.7556 -0.1688 -0.03 0.01 -0.06 0.003
N -2.4224 1.7921 -1.1031 0.01 -0.03 0.06 0.017
C -2.7954 2.0193 -2.3657 -0.10 0.08 0.14 0.030
S -2.4678 1.0189 -3.6903 0.25 -0.20 -0.01 0.130
H -4.9439 4.1554 -3.5223 0.00 0.00 0.01 0.000
H -3.8166 3.1672 -4.4693 0.00 -0.01 0.00 0.004
H -3.2908 4.7331 -3.8258 0.01 0.00 0.01 0.000
H -4.5233 4.1580 -0.8912 -0.01 0.02 0.00 0.000
H -2.8634 4.7276 -1.1297 0.02 0.00 -0.03 0.000
H -3.7923 2.3030 0.4167 -0.01 -0.03 -0.04 0.000
H -2.2274 3.1253 0.5137 0.02 0.01 0.02 0.001
H -2.1254 0.8732 -0.8139 0.00 -0.01 -0.05 0.018

---

75
Properties=species:S:1:pos:R:3:forces:R:3:lowdin_charge:R:1 method="wB97M-V/def2-TZVPD" e_homo_ev=-11.77 e_tot_ev=-36975.850 gap_ev=7.1 max_force_ev_per_a=0.5 total_charge=+1
C 4.6920 4.4454 -2.6397 0.03 0.00 -0.13 -0.010
C 3.2210 4.2265 -2.8232 -0.49 0.04 -0.08 -0.197
C 2.3111 5.2762 -3.0334 -0.05 -0.39 0.03 0.049
C 0.9476 5.0339 -3.2054 0.21 -0.22 0.04 0.026
C 0.4721 3.7358 -3.1705 0.37 0.27 0.04 0.059
N 1.3856 2.7794 -2.9661 -0.20 0.33 -0.01 -0.031
F 0.9106 1.5220 -2.9243 0.33 -0.20 -0.06 0.105
C 2.7005 2.9378 -2.7895 0.00 0.32 -0.01 0.067
H 5.2625 3.7883 -3.2959 0.00 -0.03 0.02 0.100
H 4.9913 4.2340 -1.6137 -0.01 0.03 0.04 0.097
H 4.9622 5.4704 -2.8837 -0.02 0.00 0.08 0.094
H 2.6790 6.2939 -3.0630 -0.01 -0.02 -0.01 0.137
H 0.2443 5.8362 -3.3738 0.03 0.02 0.02 0.134
H -0.5571 3.4268 -3.2907 0.00 -0.13 0.04 0.161
H 3.2840 2.0438 -2.6221 -0.08 -0.07 -0.02 0.171
C -1.8983 1.3391 0.0234 0.07 0.25 -0.08 -0.056
C -2.3490 0.4018 -1.0769 0.11 -0.16 0.30 -0.470
C -1.9019 -1.0143 -0.7519 -0.23 -0.14 -0.31 -0.044
O -1.8074 0.8077 -2.3441 -0.10 0.20 0.04 -0.068
H -0.8072 1.2994 0.1034 -0.01 0.02 0.09 0.061
H -2.1833 2.3737 -0.1730 -0.06 -0.01 -0.02 0.082
H -2.3081 1.0464 0.9896 0.01 0.00 0.02 0.087
H -3.4310 0.4507 -1.1984 -0.01 -0.04 -0.05 0.144
H -0.8109 -1.0613 -0.6752 -0.01 0.04 0.08 0.088
H -2.2054 -1.7083 -1.5355 -0.01 -0.06 0.05 0.071
H -2.3213 -1.3479 0.1976 0.04 0.02 0.03 0.075
H -0.8573 0.7199 -2.2450 0.07 -0.16 -0.06 0.029
C -1.3937 -2.7319 -5.6384 0.01 0.05 0.00 -0.053
C -1.0802 -2.3016 -4.2157 0.19 -0.16 -0.01 -0.502
C 0.2851 -1.6366 -4.0859 -0.06 0.08 0.00 -0.065
O -1.1615 -3.4221 -3.3330 -0.04 0.17 0.07 -0.057
H -0.6636 -3.4705 -5.9805 0.03 0.03 -0.02 0.084
H -2.3807 -3.1892 -5.6842 -0.01 0.01 0.01 0.084
H -1.3704 -1.8859 -6.3270 0.01 0.00 0.00 0.081
H -1.8371 -1.5992 -3.8633 -0.05 -0.05 0.01 0.121
H 1.0870 -2.3138 -4.3912 -0.03 -0.02 -0.05 0.084
H 0.4631 -1.3592 -3.0444 -0.01 -0.01 0.00 0.061
H 0.3392 -0.7405 -4.7089 0.01 -0.01 -0.02 0.074
H -0.5031 -4.0662 -3.6161 -0.04 -0.06 0.02 0.089
C -0.8161 -4.4414 1.7071 0.10 0.16 0.05 -0.052
C -2.0643 -4.7120 2.5293 0.09 -0.19 -0.12 -0.493
C -2.9561 -5.7642 1.8921 -0.10 0.09 0.05 -0.056
O -2.7860 -3.4961 2.7513 0.12 0.16 0.09 -0.061
H -1.0818 -4.0642 0.7147 -0.04 -0.06 -0.02 0.078
H -0.2025 -3.6841 2.1979 0.04 -0.03 -0.03 0.065
H -0.2143 -5.3416 1.5786 -0.04 -0.03 0.01 0.084
H -1.7727 -5.0418 3.5280 -0.02 0.01 0.03 0.139
H -3.2916 -5.4264 0.9073 0.03 -0.02 -0.02 0.083
H -3.8377 -5.9419 2.5069 0.00 -0.01 0.01 0.081
H -2.4246 -6.7075 1.7641 0.02 0.01 0.00 0.083
H -3.0755 -3.1708 1.8915 -0.06 0.00 0.00 0.079
C 2.2688 2.6005 0.6642 -0.08 0.03 -0.07 -0.064
C 1.7085 3.0062 2.0250 0.11 -0.18 0.04 -0.492
C 2.7169 2.7703 3.1373 -0.04 -0.02 0.02 -0.051
O 0.4891 2.3259 2.2842 -0.08 0.04 -0.11 -0.053
H 2.5046 1.5326 0.6574 0.03 0.00 0.01 0.090
H 1.5249 2.7906 -0.1157 -0.02 0.01 0.05 0.057
H 3.1815 3.1557 0.4324 0.01 0.00 0.02 0.072
H 1.4351 4.0627 1.9984 -0.01 0.01 0.01 0.140
H 2.9661 1.7074 3.2003 0.02 0.00 -0.02 0.085
H 2.2988 3.0759 4.0951 -0.01 0.01 0.00 0.086
H 3.6395 3.3272 2.9676 0.00 0.01 -0.01 0.081
H 0.6518 1.3746 2.3322 0.01 0.01 0.07 0.081
C 0.0866 -1.5692 5.7868 0.05 -0.12 -0.12 -0.054
C -0.2147 -0.6306 4.6311 -0.16 0.04 -0.02 -0.501
C -1.4818 0.1743 4.8710 -0.02 0.01 -0.08 -0.052
O -0.3002 -1.3358 3.3881 0.14 0.07 0.04 -0.075
H -0.7290 -2.2866 5.9091 -0.02 0.02 0.02 0.085
H 1.0018 -2.1300 5.5977 0.01 0.01 0.00 0.080
H 0.2006 -1.0205 6.7219 -0.01 0.02 0.00 0.082
H 0.6256 0.0559 4.4950 0.03 0.01 0.03 0.123
H -2.3388 -0.4973 4.9689 0.01 -0.01 0.04 0.086
H -1.6727 0.8466 4.0340 0.02 0.03 0.00 0.068
H -1.4072 0.7686 5.7822 0.00 0.00 0.01 0.083
H -1.0420 -1.9535 3.4365 -0.15 -0.03 -0.04 0.054

---

13
Properties=species:S:1:pos:R:3:forces:R:3:lowdin_spin:R:1 method="wB97M-V/def2-TZVPD" multiplicity=3 e_homo_ev="-6.34 / -9.68" e_above_lowest_kj_mol=117.1 e_tot_ev=-79293.455 gap_ev="7.0 / 6.8" max_force_ev_per_a=6.6 total_charge=0
C -0.2680 0.3734 1.0015 -1.22 2.09 -3.14 0.072
C 1.1479 -1.6994 -0.3949 -0.14 1.31 -1.75 0.005
C -1.8887 0.9136 -0.7434 -3.13 -0.50 -1.71 0.607
C 1.0341 0.3817 1.1011 3.65 0.80 1.60 0.180
N -0.8078 1.0805 -0.1264 3.65 -2.06 5.04 0.870
N 0.9131 -1.0509 -1.3903 0.90 -2.13 -0.13 0.001
O 1.5433 -2.2893 0.5079 0.43 -1.52 1.25 0.011
Br 2.1433 1.4118 -0.1170 -0.67 -0.21 1.05 0.063
H -0.8495 -0.3284 1.5783 -0.71 0.42 0.19 0.013
H -2.2201 1.4530 -1.5559 -0.51 1.45 -1.45 0.070
H -2.5541 0.1746 -0.3744 -0.50 -0.98 0.33 0.095
H 1.6005 -0.0403 1.9621 -0.58 0.28 -1.05 0.007
H 0.2060 -0.3805 -1.4485 -1.18 1.06 -0.21 0.005